{"formula": "C11H16O2SSbSe4Tc", "method": "ωB97M-V/def2-TZVPD", "charge": 2, "spin_multiplicity": 1, "largest_force_ev_per_a": 1.19, "homo_ev": [-14.743, -14.743], "e_lumo_ev": [-8.8, -8.8], "homo_lumo_gap_ev": [5.939, 5.940], "symbols": ["Tc", "Se", "Sb", "Se", "Se", "Se", "C", "C", "C", "C", "C", "C", "C", "S", "C", "O", "H", "H", "H", "H", "H", "H", "H", "H", "H", "H", "C", "O", "C", "C", "H", "H", "H", "H", "H", "H"], "coordinates": [[0.36364, -1.55597, -0.09433], [0.47949, 0.01430, -4.73976], [0.61905, -2.14305, -3.80697], [2.19294, -1.69414, -1.35421], [-1.36320, -1.84892, -1.46271], [0.77183, -4.49755, -3.93111], [-1.00360, 4.30126, -2.93947], [-0.47404, 3.41846, -1.85199], [-1.33171, 2.70599, -1.01150], [-0.84083, 1.96311, 0.04876], [0.53170, 1.92655, 0.26855], [1.41214, 2.58652, -0.58467], [0.90356, 3.32313, -1.63713], [1.23994, 1.05783, 1.65713], [0.26144, 1.72453, 3.00280], [0.73757, -0.42379, 1.55313], [-2.08789, 4.37491, -2.90747], [-0.71179, 3.92866, -3.92369], [-0.57875, 5.30065, -2.84201], [-2.40215, 2.76614, -1.16327], [-1.53303, 1.45296, 0.70874], [2.47977, 2.54307, -0.40521], [1.57662, 3.86057, -2.29378], [-0.78968, 1.78624, 2.73659], [0.65834, 2.72000, 3.20397], [0.41326, 1.08478, 3.87046], [-1.52556, -4.11948, 2.61046], [-0.97270, -3.13202, 1.68893], [0.19293, -3.12600, 1.17868], [1.23564, -4.13021, 1.45153], [-2.18643, -4.76965, 2.04301], [-2.10766, -3.55868, 3.33393], [-0.75151, -4.69319, 3.10733], [0.93672, -4.91310, 2.14530], [2.13245, -3.63694, 1.83453], [1.52151, -4.59696, 0.50541]], "forces_ev_per_a": [[0.3441, -0.3437, -0.3089], [0.0645, -1.0428, 0.3349], [-0.0242, 0.0106, -0.2056], [-0.1186, -0.0815, 0.4008], [0.1567, 0.2806, 0.5190], [-0.0837, 1.1840, 0.0107], [0.0303, -0.0280, -0.0703], [0.1276, -0.0319, 0.0589], [-0.0093, -0.0542, 0.0916], [-0.1417, 0.0729, 0.0263], [0.3006, -0.2465, 0.2583], [0.1269, -0.0811, 0.0924], [-0.1002, 0.0575, -0.0740], [-0.3843, 0.8249, -0.5055], [0.1092, -0.1644, 0.0184], [-0.4580, -0.5831, -0.3056], [-0.0020, 0.0147, -0.0074], [-0.0116, -0.0163, 0.0230], [-0.0555, 0.0211, -0.0145], [0.0101, -0.0027, -0.0196], [0.0139, -0.0206, -0.0251], [-0.0002, 0.0175, -0.0240], [0.0325, -0.0052, 0.0455], [0.0081, -0.0750, -0.0331], [0.0272, -0.0092, -0.0313], [0.0499, 0.0074, -0.0126], [-0.2064, -0.3863, 0.2956], [0.0525, 0.0086, 0.0293], [-0.0765, 0.5139, -0.5228], [0.0482, -0.3028, 0.2119], [0.0828, 0.0427, -0.1032], [0.0717, 0.1021, -0.0461], [0.0272, 0.0804, -0.0133], [0.0238, 0.0556, 0.0046], [-0.0186, 0.0868, -0.0451], [-0.0171, 0.0940, -0.0530]], "lowdin_charge": [0.55, 0.12, 0.11, 0.27, 0.29, 0.14, -0.02, -0.24, -0.01, -0.09, -0.43, -0.07, -0.01, 1.06, -0.19, -0.70, 0.09, 0.09, 0.10, 0.13, 0.11, 0.12, 0.13, 0.06, 0.08, 0.07, 0.05, -0.08, -0.36, -0.02, 0.12, 0.11, 0.09, 0.09, 0.11, 0.11]}

{"formula": "C12H14BF4IN2Ru", "method": "ωB97M-V/def2-TZVPD", "charge": 2, "spin_multiplicity": 5, "largest_force_ev_per_a": 2.00, "homo_ev": [-16.763, -16.691], "e_lumo_ev": [-9.4, -12.1], "homo_lumo_gap_ev": [7.338, 4.556], "symbols": ["C", "C", "H", "H", "H", "H", "H", "H", "C", "C", "C", "C", "H", "H", "H", "H", "N", "C", "C", "N", "C", "C", "C", "H", "H", "C", "H", "H", "Ru", "I", "F", "B", "F", "F", "F"], "coordinates": [[1.17945, -2.10288, 2.64370], [-0.06378, -1.35360, 3.08353], [1.05409, -2.79725, 1.67071], [1.36602, -2.91949, 3.33404], [2.09111, -1.51757, 2.55146], [-0.80857, -1.14642, 2.27404], [-0.63405, -1.96910, 3.79868], [0.26471, -0.41906, 3.55652], [0.94107, -1.29920, -2.49493], [0.62999, -1.15007, -3.84019], [-0.43197, -0.33081, -4.21512], [-1.15687, 0.30362, -3.21786], [1.79483, -1.90058, -2.17510], [1.21234, -1.68319, -4.57922], [-0.69402, -0.17397, -5.25935], [-1.97844, 0.96167, -3.44204], [0.18203, -0.76883, -1.52977], [-0.80229, 0.07935, -1.87827], [-1.38340, 0.82153, -0.77837], [-0.99732, 0.40889, 0.44100], [-1.25685, 1.23182, 1.46903], [-2.37914, 2.85716, 0.07958], [-1.91511, 2.46090, 1.33414], [-0.85445, 0.90987, 2.41538], [-2.02084, 3.08318, 2.20185], [-2.13115, 2.00698, -0.97823], [-2.43676, 2.27005, -1.98480], [-2.88185, 3.82810, -0.06114], [0.33421, -1.41717, 0.63406], [1.03904, -3.80282, -0.03390], [1.40303, 0.63252, 1.69928], [2.60147, 1.13898, 0.98516], [2.84069, 2.43350, 1.42004], [3.64398, 0.24161, 1.26114], [2.24880, 1.08229, -0.38502]], "forces_ev_per_a": [[-0.0816, 0.5038, -0.0782], [-0.0057, -0.0268, 1.2790], [0.1438, 0.3406, 1.4554], [0.0517, -0.5212, -0.3050], [0.0324, 0.2599, 0.0609], [-0.1534, 0.0947, 0.5649], [0.0934, 0.3162, -0.3434], [-0.4241, -0.1911, -0.2255], [-0.1950, -0.1607, 1.6808], [-0.4339, 0.5686, -1.0171], [-0.0791, -0.0591, -0.1063], [0.3541, -0.0495, -0.2896], [-0.3202, 0.1958, -0.1518], [0.0878, 0.0768, -0.0286], [0.0975, -0.1389, 0.1918], [-0.0548, 0.0397, -0.2059], [0.9684, -1.1246, 0.1274], [-0.6151, 0.5587, 0.6769], [0.3768, -0.5655, -0.7858], [-0.5477, 1.1335, 1.3022], [0.7240, -1.2580, -0.6919], [-0.0851, 0.4229, 0.5185], [-0.3082, 0.4918, -0.7979], [-0.2030, 0.2029, 0.1443], [-0.0995, 0.2075, 0.2570], [-0.0560, 0.1615, -0.4356], [-0.0132, 0.0571, 0.1914], [0.2470, -0.6703, 0.0669], [1.4568, 0.8298, -1.0923], [-0.1451, -0.6867, -1.4896], [-0.5718, -0.7850, -0.1811], [1.3728, 0.7382, -0.0618], [-0.3952, -1.0443, -0.3232], [-0.9333, 0.3023, -0.1354], [-0.2855, -0.2205, 0.2286]], "lowdin_charge": [-0.24, -0.15, -0.23, 0.13, 0.09, 0.03, 0.12, 0.10, -0.08, 0.07, 0.05, 0.09, 0.09, 0.15, 0.15, 0.13, 0.00, -0.16, -0.14, 0.02, -0.01, 0.05, 0.10, 0.11, 0.15, 0.10, 0.14, 0.16, 1.09, 0.74, -0.02, -1.17, 0.16, 0.12, 0.08]}

{"formula": "C68H53N4O4OsP2S3", "method": "ωB97M-V/def2-TZVPD", "charge": 3, "spin_multiplicity": 1, "largest_force_ev_per_a": 3.25, "homo_ev": [-14.082, -14.061], "e_lumo_ev": [-9.3, -9.3], "homo_lumo_gap_ev": [4.743, 4.721], "symbols": ["Os", "C", "C", "N", "C", "C", "C", "C", "C", "C", "C", "C", "C", "N", "C", "H", "H", "H", "H", "H", "H", "H", "H", "O", "C", "C", "C", "C", "C", "C", "P", "C", "C", "C", "C", "C", "C", "C", "C", "C", "C", "C", "C", "C", "C", "C", "C", "C", "C", "P", "C", "C", "C", "C", "C", "C", "C", "C", "C", "C", "C", "C", "H", "H", "H", "H", "H", "H", "H", "H", "H", "H", "H", "H", "H", "H", "H", "H", "H", "H", "H", "H", "H", "H", "H", "H", "H", "H", "H", "H", "O", "C", "C", "C", "C", "C", "S", "C", "C", "C", "C", "S", "C", "C", "C", "C", "S", "H", "H", "H", "H", "H", "H", "H", "H", "H", "O", "C", "N", "C", "O", "C", "C", "C", "C", "N", "C", "H", "H", "H", "H", "H", "H", "H", "H"], "coordinates": [[-0.03680, 0.16140, -0.31450], [-0.45970, 3.16230, 2.90530], [0.05730, 2.44960, 1.82400], [-0.33030, 1.21920, 1.52790], [-1.17230, 0.58410, 2.37860], [-1.76720, 1.23790, 3.48020], [-1.40950, 2.57590, 3.71120], [-2.65890, 0.50840, 4.31790], [-2.86050, -0.82020, 4.13840], [-2.18030, -1.53250, 3.11010], [-2.23930, -2.92970, 2.97320], [-1.47740, -3.53160, 1.99850], [-0.73490, -2.73850, 1.12010], [-0.71590, -1.41980, 1.17730], [-1.37620, -0.81700, 2.19330], [-0.12230, 4.16840, 3.09010], [0.80970, 2.89350, 1.18530], [-1.85290, 3.11250, 4.53560], [-3.15010, 1.03180, 5.12240], [-3.51800, -1.37480, 4.78890], [-2.84910, -3.51550, 3.64440], [-1.44890, -4.60450, 1.89490], [-0.14670, -3.20280, 0.34180], [1.05460, 1.54730, -2.88550], [2.36470, 1.35930, -3.24340], [3.14160, 2.23080, -3.99440], [4.43500, 1.86360, -4.32740], [4.96380, 0.65550, -3.89860], [4.22640, -0.16600, -3.06420], [2.92540, 0.18710, -2.72860], [1.93230, -0.77230, -1.52870], [3.24390, -0.96450, -0.29430], [3.98470, -2.05130, -0.02880], [4.97340, -2.21110, 1.01530], [5.23150, -1.39750, 2.04670], [4.60030, -0.06700, 2.34590], [3.20350, 0.32980, 0.49640], [1.32200, -2.19680, -2.47160], [0.97820, -3.39610, -1.99190], [-0.06570, -4.22050, -2.67010], [-0.27200, -4.03370, -4.18750], [0.10180, -2.65040, -4.73210], [0.65200, -1.66160, -3.69900], [0.15580, 2.20450, -3.69610], [0.33630, 2.53560, -5.03000], [-0.63540, 3.28560, -5.67240], [-1.78270, 3.68820, -5.00770], [-2.00690, 3.27240, -3.70890], [-1.04900, 2.50310, -3.05960], [-1.34070, 1.87920, -1.37780], [-1.49250, 3.47580, -0.51080], [-2.63210, 3.89140, 0.16830], [-2.65290, 5.14160, 0.76400], [-1.55240, 5.97930, 0.67830], [-0.41990, 5.57660, -0.01510], [-0.38560, 4.32580, -0.60050], [-2.98440, 1.10990, -1.42090], [-3.54570, 0.73570, -0.19640], [-4.76130, 0.08020, -0.16060], [-5.41730, -0.22460, -1.34510], [-4.85140, 0.12190, -2.56300], [-3.63430, 0.77950, -2.60720], [2.74750, 3.18190, -4.31270], [5.03280, 2.52860, -4.93050], [5.95460, 0.36250, -4.20370], [4.64170, -1.09110, -2.69280], [3.83760, -2.92220, -0.65680], [5.52760, -3.13860, 0.96660], [5.97020, -1.71320, 2.76780], [5.17030, 0.42280, 3.13370], [2.75820, 1.12140, -0.13490], [1.41700, -3.78730, -1.08400], [0.02590, -5.26990, -2.39210], [-0.03100, -4.88540, -4.81320], [0.55260, -2.61870, -5.71820], [1.26470, -0.89080, -4.16580], [1.21170, 2.21300, -5.57020], [-0.48470, 3.56840, -6.70120], [-2.51150, 4.30700, -5.50560], [-2.91300, 3.54460, -3.18890], [-3.50410, 3.25750, 0.21500], [-3.53870, 5.46500, 1.28800], [-1.58090, 6.95420, 1.13860], [0.42840, 6.23860, -0.10350], [0.49480, 3.99840, -1.14200], [-3.03950, 0.98350, 0.72890], [-5.20330, -0.18770, 0.78760], [-6.37360, -0.72290, -1.32000], [-5.35990, -0.11450, -3.48570], [-3.20120, 1.03500, -3.56170], [2.33300, 0.15730, 1.59880], [3.10330, -0.21350, 2.77400], [4.53020, 0.81980, 1.08240], [5.72350, 0.82240, 0.20040], [6.32510, 2.03550, 0.04150], [5.68930, 3.08210, 0.69880], [4.29990, 2.60100, 1.55150], [2.82760, -1.61870, 3.23680], [3.16540, -2.12790, 4.45880], [2.82360, -3.48710, 4.61110], [2.22930, -3.99930, 3.50360], [2.06980, -2.82330, 2.25470], [2.70930, 0.69990, 3.90670], [3.35950, 1.72500, 4.52520], [2.62310, 2.29370, 5.58720], [1.42320, 1.69010, 5.77480], [1.16480, 0.41290, 4.66060], [6.09300, -0.08930, -0.22800], [7.22270, 2.18810, -0.53130], [5.98610, 4.11190, 0.72500], [3.64380, -1.54970, 5.22750], [3.00950, -4.05030, 5.50690], [1.88550, -5.00100, 3.33520], [4.33790, 2.08760, 4.27440], [2.98370, 3.11140, 6.18430], [0.67710, 1.90330, 6.51340], [-4.79130, -0.85270, -6.51630], [-3.91600, -1.64530, -7.22590], [-2.88280, -2.21160, -6.34240], [-2.22650, -1.43640, -5.47370], [-2.32400, -0.21690, -5.44970], [-1.34660, -2.15030, -4.46350], [-1.71520, -3.55050, -3.95060], [-1.54400, -3.71070, -2.42860], [-1.67090, -2.44740, -1.65970], [-1.25730, -1.30690, -2.04150], [-0.79210, -1.17190, -3.39340], [-4.33470, -0.03740, -6.26110], [-3.42010, -1.09400, -8.03790], [-4.48690, -2.47990, -7.63720], [-2.75490, -3.21080, -6.34990], [-2.59400, -4.02740, -4.37050], [-2.17360, -4.48680, -1.99810], [-2.16930, -2.50130, -0.69900], [-0.97050, -0.13860, -3.70170]], "forces_ev_per_a": [[-2.2707, -2.2891, -0.3910], [-0.0806, -0.1095, 0.2581], [0.1180, 0.3578, 0.1857], [0.5551, 0.0066, -0.3934], [-0.3125, 0.1729, 0.4914], [0.2196, -0.1100, -0.7005], [0.1150, -0.0904, -0.3757], [-0.1330, -0.4360, 0.1509], [-0.0186, 0.3639, 0.1686], [0.3589, 0.2708, -0.5561], [0.3245, -0.0149, -0.2782], [-0.2212, 0.1564, 0.0805], [-0.2110, -0.0759, 0.1283], [1.0231, 0.0456, -0.2228], [-0.3752, -0.4625, 0.3422], [0.0641, 0.1109, -0.0269], [-0.1889, -0.0392, -0.0757], [-0.0534, 0.0990, 0.0960], [-0.0885, 0.0705, 0.1171], [-0.0879, -0.0166, 0.1344], [-0.0444, -0.0472, 0.0860], [-0.0220, -0.1067, -0.0161], [0.0029, 0.0659, 0.0093], [0.7418, 0.2922, -0.9428], [0.0274, -0.2782, 0.1267], [-0.1013, 0.1063, 0.0780], [-0.0903, -0.0423, 0.0865], [0.2147, -0.1251, 0.0506], [-0.1362, 0.1603, -0.0881], [-0.6127, 0.3127, 0.2668], [-1.1005, 0.6525, 0.4033], [-0.0839, -0.3141, 0.0213], [-0.4413, 0.5571, -0.5655], [0.5068, 0.0499, 0.5054], [0.2878, -0.2530, -0.3834], [0.0780, 0.0669, 0.1831], [-0.5764, -0.0274, -0.5580], [0.0412, -0.0408, 0.2891], [0.4675, 0.0821, -0.2866], [0.3195, -0.1448, 0.1599], [0.1299, -0.2513, -0.1523], [0.2947, -0.0139, -0.2375], [0.3523, 0.1342, 0.1426], [-0.5056, 0.2150, 0.0796], [0.1355, -0.1550, 0.1240], [-0.0285, -0.0461, 0.0901], [-0.1806, 0.0776, -0.0144], [0.2993, -0.0260, -0.2386], [0.1098, -0.2945, 0.3095], [0.9653, 0.4092, -0.6947], [-0.1558, -0.0440, 0.0304], [0.2539, -0.1836, -0.1623], [0.0384, 0.1535, 0.0998], [-0.1020, 0.0185, 0.0631], [0.0757, -0.0656, 0.0221], [-0.2004, -0.1446, -0.0055], [0.0816, 0.0603, 0.2469], [0.1626, 0.1207, -0.1923], [-0.0925, -0.1255, 0.0544], [0.0170, 0.0122, -0.0735], [-0.0589, -0.0873, 0.0679], [0.0880, 0.1964, 0.1008], [-0.0518, 0.0678, -0.0834], [0.0577, 0.0596, -0.0873], [0.1564, -0.0302, -0.0391], [0.0974, -0.0897, 0.0288], [-0.0440, -0.0545, -0.0266], [0.0689, -0.0500, 0.0889], [0.1037, -0.0988, 0.0243], [-0.0298, -0.0790, -0.0096], [0.1365, -0.3100, 0.1643], [0.0264, 0.0494, 0.2268], [-0.0653, 0.0645, -0.0081], [0.0573, -0.0448, -0.0122], [0.0302, -0.0116, -0.0492], [-0.1310, 0.0295, 0.0307], [0.0640, 0.0484, -0.0488], [0.0148, 0.0139, -0.1454], [-0.0745, 0.0508, -0.0901], [-0.1326, 0.0446, 0.0104], [-0.0882, -0.0369, 0.0008], [-0.0993, 0.0745, 0.0484], [-0.0270, 0.1208, 0.0406], [0.0557, 0.0835, 0.0008], [0.0544, 0.0246, -0.0777], [-0.0492, 0.0060, 0.0464], [-0.0593, -0.0098, 0.0850], [-0.1040, -0.0619, 0.0116], [-0.0557, -0.0547, -0.0870], [0.0322, -0.0399, -0.0993], [0.6785, 0.1521, 0.3211], [0.0288, 0.0244, 0.5669], [0.1986, 0.6168, -0.0037], [-0.2654, 0.7995, 0.3966], [0.5682, -0.8432, -0.5219], [-1.8960, -0.6646, 1.1034], [1.0069, 0.1376, -0.5893], [-0.3194, -0.4678, -0.1863], [-0.0225, 0.2440, -0.4144], [-0.0411, -0.2624, -0.1360], [-0.0053, 0.2468, -0.2517], [0.3148, -0.0099, 0.7703], [-0.5022, -0.0242, 0.1453], [-0.0377, -0.1242, -0.1984], [-0.2163, 0.1625, 0.2296], [-0.0635, -0.2263, -0.3441], [0.6668, 0.2833, 0.0945], [0.0594, -0.2564, -0.1289], [0.1544, -0.0037, -0.1362], [0.1748, 0.3797, -0.0827], [0.0668, 0.1958, 0.2011], [0.0373, -0.1494, 0.1394], [-0.1172, -0.2096, 0.0204], [0.3081, -0.0305, -0.0666], [0.0429, 0.1105, 0.1690], [-0.1497, 0.1115, 0.2225], [-0.4921, 0.4053, 0.2959], [0.4620, -0.0534, -0.3005], [-0.2748, -0.2040, -0.3431], [0.2518, -0.4434, 0.2404], [-0.0861, 0.3070, -0.1969], [-0.2593, 0.5199, 0.1171], [-0.2706, -0.1151, -0.0528], [-0.5439, 0.0774, -0.1139], [-0.4135, -0.0174, 0.2305], [1.1258, 0.5227, 1.0467], [-0.3155, 0.2804, -0.6433], [0.0128, -0.1941, -0.1226], [-0.1306, -0.1049, 0.1488], [0.1524, 0.1094, -0.0161], [0.0025, 0.1111, 0.1428], [-0.0400, -0.0286, -0.0367], [-0.0120, 0.0538, -0.0207], [0.1856, 0.0869, 0.1271], [0.1369, -0.2080, 0.0151]], "lowdin_charge": [1.00, -0.01, -0.12, -0.05, -0.22, -0.17, 0.03, 0.01, 0.02, -0.12, 0.05, -0.01, -0.22, 0.00, -0.17, 0.13, 0.11, 0.14, 0.13, 0.13, 0.14, 0.13, 0.08, -0.10, -0.26, 0.00, -0.04, -0.06, -0.07, -0.27, 1.05, -0.29, -0.10, -0.07, -0.01, -0.15, -0.35, -0.27, -0.03, -0.14, -0.10, -0.06, -0.17, -0.26, 0.00, -0.03, -0.04, -0.06, -0.28, 1.00, -0.36, -0.07, -0.06, -0.06, -0.06, -0.12, -0.36, -0.13, -0.06, -0.05, -0.04, -0.08, 0.13, 0.12, 0.12, 0.11, 0.12, 0.13, 0.14, 0.15, 0.12, 0.10, 0.15, 0.16, 0.16, 0.14, 0.12, 0.12, 0.12, 0.13, 0.10, 0.12, 0.12, 0.11, 0.11, 0.08, 0.11, 0.12, 0.11, 0.08, -0.10, -0.40, -0.46, 0.06, -0.07, -0.22, 1.22, -0.48, -0.11, -0.13, -0.33, 1.11, -0.43, -0.14, -0.15, -0.35, 1.13, 0.14, 0.14, 0.10, 0.13, 0.12, 0.08, 0.09, 0.12, 0.08, -0.02, -0.23, 0.12, -0.39, 0.06, -0.16, -0.09, -0.11, -0.07, 0.07, -0.19, 0.08, 0.14, 0.14, 0.14, 0.15, 0.15, 0.11, 0.12]}